[1]
68
Properties=species:S:1:pos:R:3 method="wB97M-V/def2-TZVPD" total_charge=0 homo_lumo_gap_ev=8.05 smiles="N#COO[P@@](=O)(O)OCCCS.CN(C)C=O.CN(C)C=O.CN(C)C=O.CN(C)C=O" lumo_energy_ev=-0.57
S 0.3978 -0.9822 0.0049
P -2.5851 3.6827 0.1750
O -2.7147 3.7856 1.6074
O 3.3096 -5.5735 4.2662
O -3.7788 2.9452 -0.5210
O -4.4268 -1.1709 -3.1602
O -1.7509 5.2156 -1.7067
O -1.9149 -1.7853 2.5139
O 2.3768 2.2045 -1.7269
O -2.6437 5.1545 -0.5412
O -1.2882 3.0443 -0.4020
N -3.7890 -0.1255 -5.0677
N -2.7847 4.2168 -3.6891
N -0.5879 -3.1562 3.7345
N 1.8021 4.1273 -2.7844
N 5.1963 -4.3477 4.5326
C -3.5149 -0.2100 -6.4870
C -1.4750 -4.2902 3.5374
C -2.3645 4.7163 -2.7136
C -3.6263 1.1504 -4.3866
C -1.2375 -0.2111 -0.2052
C 1.9717 3.3478 -1.7012
C -4.1892 -1.1892 -4.3511
C 4.3983 -5.2031 3.8732
C 1.3030 5.4822 -2.6768
C 0.6194 -3.3306 4.5217
C 2.1234 3.5833 -4.0932
C -0.9134 -1.9841 3.1775
C -0.5703 2.1291 0.4654
C -1.3278 0.8786 0.8378
C 6.4874 -3.9392 4.0143
C 4.7425 -3.8182 5.8081
H -2.4771 0.0647 -6.6866
H 0.3598 -3.6404 5.5362
H 2.0321 6.1910 -3.0746
H -1.0706 -5.1600 4.0468
H -1.9753 -0.9481 0.0275
H -1.3619 0.1763 -1.2001
H 4.5679 -4.6333 6.5104
H -3.6828 -1.2251 -6.8397
H -2.3663 1.0496 1.0604
H -4.5723 1.4547 -3.9393
H -0.1769 -1.1889 3.3850
H 1.9293 4.3320 -4.8561
H 0.3725 5.5770 -3.2403
H 0.2914 1.8350 -0.1079
H 7.2784 -4.2210 4.7119
H -4.2825 -2.1084 -4.9558
H 6.6747 -4.4218 3.0584
H -3.2984 1.9087 -5.0893
H 0.3360 -2.1122 -0.7063
H 6.5100 -2.8572 3.8724
H 3.8049 -3.2774 5.6760
H -2.4655 -4.0626 3.9322
H 4.8281 -5.5486 2.9180
H 5.4943 -3.1461 6.2116
H 1.1722 -2.3947 4.5695
H -4.1907 2.3793 0.1331
H -2.8896 1.0521 -3.5888
H -1.5746 -4.5050 2.4733
H -4.1710 0.4671 -7.0378
H 3.1727 3.2900 -4.1288
H 1.1101 5.7225 -1.6342
H 1.2542 -4.0946 4.0716
H 1.6952 3.8541 -0.7594
H -0.1924 2.6304 1.3335
H -0.8974 0.5147 1.7495
H 1.5168 2.6987 -4.2885


[2]
62
Properties=species:S:1:pos:R:3 method="wB97M-V/def2-TZVPD" total_charge=-1 homo_lumo_gap_ev=6.24 lumo_energy_ev=2.61
Br 4.3376 -0.5534 -2.5367
Al 0.6123 0.1250 -2.0327
O -3.4488 -5.7624 -0.2097
O 2.6256 -2.3999 -4.1610
O 5.8977 2.4941 2.3598
O -3.7410 2.9497 3.1682
O -2.1362 1.5033 1.1521
O 3.8548 3.2644 0.3684
O -2.2046 -3.4334 -1.5365
C -3.2585 0.6468 0.9670
C 2.7565 -1.7058 -3.0012
C 1.5212 -1.7534 -1.8744
C -3.3304 1.9700 4.1144
C 0.1154 0.2255 -5.0315
C 3.7209 2.1766 1.2845
C -0.5900 -0.0253 -3.7381
C -4.7048 -5.1203 -0.4029
C 4.8310 3.0100 -0.6365
C -1.6154 -4.7342 -1.4630
C 6.3844 3.8292 2.2922
C -2.6372 3.5134 2.4550
C -2.2247 -2.7764 -0.2749
C -2.6824 -5.8317 -1.4133
C -2.4867 2.8854 1.0663
C 4.4866 2.4403 2.5845
H -2.5887 1.2811 3.6995
H 0.6922 -2.5620 -2.1639
H 1.9292 -1.9176 -0.7767
H 7.3858 3.8077 1.8473
H -3.4022 3.0201 0.4737
H -3.5025 0.5884 -0.0990
H -1.0160 -4.8654 -2.3700
H -1.7091 3.4149 3.0344
H -1.7413 -0.3260 -3.6461
H -2.5555 -3.4391 0.5302
H 4.4118 2.3369 -1.3919
H 5.7434 2.5719 -0.2241
H -2.9189 2.4623 4.9996
H -0.9367 -4.8054 -0.6021
H -5.1080 -4.8521 0.5754
H 1.0435 -0.4464 -5.3574
H -0.2349 0.4828 -0.7420
H 4.0460 1.2344 0.8222
H 4.3044 1.6111 3.2760
H -4.1349 0.9888 1.5233
H 6.4580 4.2459 3.3003
H -2.9230 -1.9339 -0.3373
H -3.3356 -5.7839 -2.2954
H 5.7471 4.4699 1.6758
H -5.4005 -5.8148 -0.8859
H -1.2284 -2.3892 -0.0452
H -2.1844 -6.8067 -1.4213
H -0.2541 1.0820 -5.7381
H -2.9896 -0.3523 1.3151
H -1.6720 3.3913 0.5382
H 4.1348 3.3614 3.0688
H 1.7905 1.2094 -2.2260
H -4.6165 -4.2140 -1.0073
H 2.6554 2.0819 1.5174
H -2.8441 4.5824 2.3386
H 5.0827 3.9565 -1.1187
H -4.2113 1.3900 4.4127


[3]
62
Properties=species:S:1:pos:R:3 method="wB97M-V/def2-TZVPD" total_charge=0 homo_lumo_gap_ev=9.61 lumo_energy_ev=0.62
Cl 1.8060 1.4778 4.3079
S 1.9640 3.5397 -4.4369
S -1.7214 -6.0066 -0.5179
F 0.8928 3.1885 -1.0290
O 2.1737 2.2984 -5.2535
O -1.3507 -4.5795 -0.7962
O 2.5804 1.4985 -0.4581
O -2.9522 -0.9344 2.0309
N 0.8696 0.5635 1.7786
C 0.2334 4.0305 -4.6285
C 2.5699 -0.9691 3.1347
C -1.2445 -6.3690 1.1890
C 2.9600 -1.9045 1.8459
C -0.4658 -7.0550 -1.2901
C 1.1543 1.8882 -0.3696
C -1.7355 2.0372 2.5157
C 2.0932 0.5655 2.6772
C -3.7951 -0.3302 0.9852
C -3.3713 1.9354 2.4957
C 0.6045 1.9700 1.2079
C -1.0321 2.2803 1.0563
C -1.8597 -1.6738 1.3441
C -4.0134 1.2920 1.1314
C 2.8777 1.0597 -1.8589
C 2.6566 4.9268 -5.3685
H 3.4966 -0.8887 3.8567
H -2.2117 -2.7377 0.9501
H -1.3729 -1.0140 0.5030
H -3.4406 -0.5771 -0.1187
H 1.9782 1.2511 -2.5926
H 2.2523 4.9358 -6.3832
H -1.1360 3.4331 0.7648
H 0.5433 0.9919 -0.8497
H -4.8683 -0.8349 1.0899
H 3.7418 4.8078 -5.4125
H 4.0401 -2.3662 1.8940
H -0.3959 3.2770 -4.1493
H -0.0223 4.0939 -5.6889
H 2.1809 -2.7908 1.7181
H -0.5507 -6.9562 -2.3749
H 1.1635 2.8143 1.8228
H -5.1907 1.4770 1.1987
H -0.1995 -6.0947 1.3519
H -1.3371 1.1163 3.1177
H -3.6462 1.8480 0.1693
H 2.4172 5.8640 -4.8605
H 3.8280 1.6259 -2.2868
H -1.8803 -5.7848 1.8583
H -1.0179 -1.8380 2.1647
H -1.4004 1.5761 0.1976
H 3.0995 -0.1064 -1.9142
H -3.6667 1.1927 3.3824
H 0.5314 -6.7391 -0.9751
H 2.8917 -1.2203 0.8824
H 0.9497 -0.1138 0.9887
H -1.4695 2.9955 3.1762
H 0.0719 4.9963 -4.1448
H -3.9222 2.9544 2.7631
H 2.9823 1.0819 2.0864
H -1.3895 -7.4327 1.3908
H -0.6361 -8.0967 -1.0085
H 1.6915 -1.4707 3.7385


[4]
64
Properties=species:S:1:pos:R:3 method="wB97M-V/def2-TZVPD" total_charge=0 homo_lumo_gap_ev=7.43 lumo_energy_ev=0.14 relative_energy_ev=5.4839
F -0.1232 2.4100 -6.8509
F -2.1950 2.8739 -6.8947
F -1.4970 0.8028 -6.5899
O -1.9668 0.3696 0.8444
O -1.4035 1.4086 -3.9905
O -0.8000 3.5381 -4.4103
O 1.9512 -0.7357 -0.8752
N 1.8134 1.8135 4.0494
N -1.5673 -3.9775 -1.8635
C -1.8480 -4.6881 -0.5852
C 3.7792 0.2041 4.1090
C -1.2735 2.1406 -6.3006
C -0.8698 -4.3762 0.5236
C -0.3463 1.4294 5.3149
C 3.4361 3.7745 4.4033
C -0.5569 -4.7025 -2.6225
C -0.1374 5.3737 -2.9022
C 2.5899 0.8418 4.7964
C 0.1295 -3.7101 -3.5491
C -2.8325 -4.0194 -2.6621
C 0.7209 2.4285 4.8474
C -0.5818 3.8772 -3.0330
C 2.5720 2.9073 3.4793
C -3.9597 -3.1132 -2.0547
C -1.2036 2.3292 -4.7758
Li 0.7994 0.7207 1.3494
Li -0.8765 -1.1694 -1.3587
H 1.1031 2.9420 5.7296
H 0.6530 5.5603 -3.6291
H -4.7750 -2.8702 -2.7362
H -1.0462 5.9607 -3.0352
H 0.2549 3.2430 4.2929
H -0.9402 -3.3422 0.8612
H 0.9028 -4.1750 -4.1606
H -0.5455 -3.3495 -4.3253
H 0.1279 0.5844 5.8141
H 2.8741 4.3035 5.1730
H 0.6735 -2.9237 -3.0257
H 4.1297 3.1606 4.9779
H -3.5076 -2.1389 -1.8689
H 0.2521 3.3058 -2.6254
H 0.1488 -4.6904 0.2962
H -1.1356 -4.9288 1.4248
H -0.9152 -5.6334 -3.0621
H -3.2246 -5.0284 -2.7902
H 1.9477 3.5569 2.8658
H 3.5074 0.1153 3.0571
H -1.9563 -5.7680 -0.6865
H 0.1280 5.6879 -1.8928
H 4.6181 0.8997 4.0881
H 0.1987 -5.0426 -1.9143
H 1.8981 0.0014 4.8535
H -4.3618 -3.4091 -1.0858
H -2.6296 -3.6628 -3.6719
H -2.8212 -4.3919 -0.1940
H -2.8185 0.5563 1.2852
H 4.1766 -0.6935 4.5828
H -1.1046 1.7678 6.0209
H 3.2680 2.5693 2.7115
H 2.9069 1.1681 5.7869
H 2.7074 -1.2159 -1.2653
H 3.9279 4.5289 3.7893
H -0.8658 0.9663 4.4759
H -1.5098 3.6346 -2.5151


For the records above, the corresponding E_tot values read -2321.699950 -3974.681140 -2343.669201 -1356.869912 Ha.
For the records above, the corresponding E_HOMO values read -8.6 -3.6 -9.0 -7.3 eV.
For the records above, the corresponding strongest force on any atom values read 3.3 8.8 3.3 3.4 eV/A.